[1]
A cluster of 6 separate species, C12H24Cl12 in total in a non-equilibrium geometry, computed with ωB97M-V/def2-TZVPD.

Computed properties:
Multiplicity = 1
Lowest unoccupied orbital energy = 0.233 eV
HOMO level = -10.651 eV
Charge = 0
Energy relative to the best compared isomer or geometry (same formula, charge and spin) = 41.9 kcal per mole

Element x y z (Å)
Cl: -1.29753 -4.73771 5.40068
C: -2.19111 -3.13025 5.31581
C: -3.26219 -3.03531 4.16882
Cl: -2.44600 -3.09050 2.60679
H: -1.41605 -2.38820 5.12411
H: -2.51740 -2.86612 6.32173
H: -3.75776 -2.06692 4.23757
H: -3.92020 -3.90412 4.15135
Cl: 1.73599 5.92098 -1.39174
C: 2.33373 7.59775 -1.17302
C: 3.01963 8.15525 -2.46861
Cl: 3.40036 9.87976 -2.24080
H: 2.91578 7.78537 -0.27073
H: 1.41896 8.15537 -0.97212
H: 2.27651 8.07718 -3.26219
H: 3.94772 7.67190 -2.77376
Cl: -1.15819 -7.87376 0.21025
C: -2.64704 -7.76360 -0.65817
C: -2.94534 -9.14546 -1.27751
Cl: -4.58312 -9.27719 -1.95071
H: -2.47349 -6.93352 -1.34295
H: -3.40324 -7.48163 0.07447
H: -2.86875 -9.94623 -0.54197
H: -2.27038 -9.42835 -2.08528
Cl: -2.62344 3.49648 -6.51465
C: -1.22188 2.51596 -6.94815
C: 0.08811 3.21401 -6.68387
Cl: 1.40555 2.16345 -7.27614
H: -1.15010 2.09096 -7.94930
H: -1.31186 1.66701 -6.27044
H: 0.20841 3.37458 -5.61250
H: 0.23719 4.12809 -7.25863
Cl: 1.85083 -0.22784 -0.10310
C: 0.86052 -0.36904 -1.59446
C: 0.88889 -1.79829 -2.22420
Cl: 2.55214 -1.99687 -2.90081
H: 0.96495 0.44237 -2.31474
H: -0.12810 -0.27349 -1.14545
H: 0.12393 -1.96861 -2.98178
H: 0.76984 -2.58579 -1.48005
Cl: 2.61787 0.01989 7.40408
C: 2.76051 1.74073 7.37936
C: 2.02172 2.42567 6.19150
Cl: 0.30480 2.16253 6.22997
H: 3.82164 1.94671 7.23907
H: 2.51131 2.19751 8.33714
H: 2.29656 1.98053 5.23526
H: 2.25964 3.47853 6.03990

Forces on the atoms, in the same order (eV/Å):
-0.85 0.97 -0.11
0.37 0.07 -0.68
1.19 -0.59 1.32
0.29 0.11 -0.57
0.05 -0.15 -0.31
-0.61 -0.51 -0.15
-0.21 -0.28 0.11
-0.22 0.39 0.37
0.61 0.20 0.12
-0.14 1.04 -0.61
-0.91 -0.56 0.73
-0.05 0.04 0.10
0.39 -0.79 -0.17
0.07 0.19 -0.40
0.25 0.06 -0.10
-0.23 -0.20 0.31
1.50 -0.24 0.90
-0.85 -0.36 -0.42
0.25 0.06 -0.03
-0.31 0.26 -0.09
-0.56 -0.39 -0.38
-0.16 -0.10 -0.29
0.02 0.35 0.23
0.12 0.41 0.08
-0.14 0.37 -0.48
0.66 -1.06 0.45
0.19 0.31 0.06
0.14 -0.25 0.20
-0.90 0.47 -0.21
0.26 -0.08 -0.12
0.22 0.18 -0.18
-0.43 0.07 0.30
0.33 0.06 -0.70
-1.76 -1.43 0.53
1.15 1.01 0.65
-0.43 -0.31 -0.26
0.65 -0.19 0.19
-0.25 0.14 -0.36
0.25 0.42 -0.19
0.06 0.29 0.15
-0.39 -0.96 0.09
0.52 2.08 -0.97
1.08 -0.88 -0.29
-1.21 0.17 0.34
0.04 0.08 -0.07
-0.41 -0.28 -0.06
0.47 -0.29 0.24
-0.12 0.07 0.72

Löwdin population analysis, charges in e, atoms 1 to 5: atom 1 (Cl): 0.472, atom 2 (C): -0.605, atom 3 (C): -0.643, atom 4 (Cl): 0.534, atom 5 (H): 0.051

***

[2]
A cluster of 2 separate species, C12H24Cl2P in total in a non-equilibrium geometry, computed with ωB97M-V/def2-TZVPD.

Computed properties:
Multiplicity = 1
Lowest unoccupied orbital energy = -3.481 eV
HOMO level = -13.281 eV
Charge = +1

Element x y z (Å)
C: -1.77454 1.11942 -2.56352
C: -1.30164 -0.03987 -3.03120
C: -0.11644 -0.78687 -2.45725
P: 1.24073 0.34893 -2.04828
C: 1.39513 1.57861 -3.34302
Cl: 1.06255 1.06803 -4.95056
C: 1.74519 2.85175 -3.06613
C: 1.85678 3.93978 -4.08598
Cl: 2.09862 3.32722 -1.44816
H: -2.83086 1.31762 -2.66239
H: -1.14436 1.87056 -2.10487
H: -1.75840 -0.49110 -3.90114
H: 0.25798 -1.44729 -3.23813
H: -0.41745 -1.34734 -1.57889
H: 2.46645 -0.30661 -1.90063
H: 0.85442 0.99535 -0.87502
H: 2.11268 3.54625 -5.05921
H: 0.89803 4.45196 -4.11181
H: 2.63244 4.62036 -3.75337
C: -1.20973 0.66109 1.60321
C: 0.05720 0.03355 2.17807
C: 0.20023 -1.45187 1.84950
C: -0.89962 -2.35529 2.40746
C: -1.06905 -2.29551 3.92423
C: 0.16843 -2.75216 4.69201
H: -2.10997 0.20747 2.01608
H: -1.24176 1.72671 1.83386
H: -1.24175 0.55169 0.51223
H: 0.08434 0.19002 3.25767
H: 0.92676 0.56391 1.77184
H: 1.17261 -1.79787 2.20958
H: 0.22443 -1.57341 0.75603
H: -0.68235 -3.38635 2.11355
H: -1.85406 -2.10532 1.93440
H: -1.90914 -2.93626 4.19976
H: -1.34295 -1.28429 4.23754
H: 0.43822 -3.77468 4.42167
H: -0.01758 -2.72866 5.76543
H: 1.02842 -2.10953 4.49544

Forces on the atoms, in the same order (eV/Å):
0.08 -0.65 -0.30
0.02 0.65 0.44
0.63 0.69 -1.37
-0.81 0.05 -0.40
0.26 0.55 0.61
0.05 -0.19 0.00
-0.04 -0.46 -0.51
0.16 -0.26 0.63
-0.04 -0.06 0.02
0.08 0.68 -0.78
-0.21 -0.24 0.96
-0.64 -0.64 0.54
0.16 -0.34 0.22
0.13 -0.15 0.17
-0.09 -0.03 0.28
0.38 -0.05 0.12
-0.10 -0.06 -0.20
-0.05 0.23 -0.18
-0.02 0.26 -0.10
0.16 0.10 0.11
-0.08 -0.02 -0.25
0.14 0.00 0.07
-0.13 0.05 -0.06
0.10 -0.10 0.04
-0.08 0.08 0.01
-0.02 -0.01 -0.05
-0.07 0.01 -0.05
-0.09 -0.04 0.01
0.03 -0.03 0.01
0.04 0.01 0.10
0.00 -0.03 -0.02
0.00 0.00 0.00
0.01 -0.01 0.02
0.01 0.01 -0.01
-0.03 0.03 -0.01
-0.02 0.00 -0.03
0.03 0.01 -0.01
0.03 -0.02 0.01
0.02 -0.02 0.01

Löwdin population analysis, charges in e, atoms 1 to 5: atom 1 (C): 0.020, atom 2 (C): -0.242, atom 3 (C): -0.327, atom 4 (P): 1.036, atom 5 (C): -0.889

***

[3]
A structure of composition C12H24ClIMgO10 in a non-equilibrium geometry, computed with ωB97M-V/def2-TZVPD.

Computed properties:
Multiplicity = 2
⟨S²⟩ = 0.7529
Lowest unoccupied orbital energy (alpha / beta) = 2.520 / 2.505 eV
HOMO level (alpha / beta) = 0.323 / -4.037 eV
Charge = -1

Element x y z (Å)
Mg: 0.01502 -0.08412 0.06099
I: 2.42101 1.39750 -0.43731
Cl: -1.82259 -1.42767 0.30644
C: -0.35854 4.31946 -0.42358
O: -1.59967 3.81142 -0.81880
C: -1.83584 2.43289 -0.91089
O: -1.11079 1.55507 -0.47376
O: -2.97582 2.22837 -1.53737
C: -3.68764 1.01264 -1.72187
H: -0.12098 3.98654 0.58679
H: -0.36720 5.40819 -0.47569
H: 0.38201 3.97009 -1.14304
H: -2.91951 0.33888 -2.10150
H: -4.47350 1.14019 -2.46637
H: -4.13645 0.63706 -0.80230
C: -0.07105 -3.46576 -2.45564
O: -0.14844 -2.43064 -3.42204
C: -0.06324 -1.12460 -3.11373
O: 0.22069 -0.73924 -1.95953
O: -0.17075 -0.38668 -4.27527
C: 0.00558 0.97899 -4.07109
H: 0.75546 -3.27572 -1.77088
H: 0.23639 -4.42194 -2.87908
H: -0.99892 -3.69339 -1.93092
H: 0.06774 1.35666 -5.09168
H: 0.92662 1.29859 -3.58359
H: -0.81440 1.45958 -3.53747
C: 1.91272 -0.21111 3.65793
O: 0.91164 0.75491 3.89969
C: -0.00673 1.07097 2.96833
O: -0.00764 0.52119 1.85421
O: -0.85994 1.91236 3.49164
C: -1.95311 2.36629 2.69485
H: 2.57695 -0.19793 4.52207
H: 2.40731 -0.00534 2.70865
H: 1.64360 -1.26665 3.61876
H: -2.65179 2.89351 3.34447
H: -2.55865 1.52891 2.34816
H: -1.58787 3.02846 1.90984
C: 3.38198 -2.25144 1.15342
C: 1.92378 -2.47671 1.04406
O: 1.18012 -1.71566 0.46835
C: 1.33729 -3.70454 1.76606
H: 3.80170 -2.83732 0.33569
H: 3.89067 -2.49613 2.08587
H: 3.67603 -1.29125 0.72953
H: 0.32046 -3.94092 1.45257
H: 1.31671 -3.40605 2.81419
H: 1.98959 -4.55795 1.58084

Forces on the atoms, in the same order (eV/Å):
1.38 -1.63 -0.84
0.23 0.57 -0.15
-1.39 -0.33 -0.04
1.32 -0.56 -0.04
-2.61 -2.30 -0.84
1.03 0.09 0.63
-0.83 1.82 -0.68
-0.57 2.67 0.00
1.21 -1.12 0.02
0.33 0.02 -0.11
-0.51 -0.10 0.06
0.38 -0.11 0.42
-0.49 -0.70 0.20
0.27 0.54 0.02
0.38 0.05 0.07
0.99 -0.60 1.35
-0.68 0.99 -1.42
1.50 -0.87 2.44
-1.36 -0.11 -4.07
0.00 -2.20 2.53
0.38 1.92 -0.74
-0.42 0.49 0.50
-0.15 0.33 -1.09
-0.05 0.79 0.05
-0.25 0.32 0.07
0.14 -0.63 0.32
-0.22 -0.21 -0.03
1.15 -0.79 -0.64
-1.63 0.87 0.20
1.88 -3.08 -1.31
-0.62 2.43 3.60
-0.23 0.44 0.17
-0.62 -0.16 0.00
0.13 0.66 -0.21
0.25 0.13 0.13
-1.14 0.14 -0.21
0.53 0.30 0.25
0.49 -0.17 -0.57
-0.20 -0.25 -0.08
0.20 0.03 -1.44
2.14 -4.31 3.11
-3.78 4.56 -3.06
0.81 1.13 -0.89
0.87 -0.98 0.02
0.08 -0.02 0.27
-0.28 0.64 0.75
0.03 0.19 -0.12
-0.10 -0.60 0.89
0.01 -0.32 0.47

Löwdin population analysis, charges in e, atoms 1 to 5: atom 1 (Mg): -0.041, atom 2 (I): 0.045, atom 3 (Cl): -0.034, atom 4 (C): -0.078, atom 5 (O): -0.032

***

[4]
A structure of composition C12H24F6LiO9P in a non-equilibrium geometry, computed with ωB97M-V/def2-TZVPD.

Computed properties:
Multiplicity = 1
Lowest unoccupied orbital energy = 0.364 eV
HOMO level = -11.235 eV
Charge = 0
Energy relative to the best compared isomer or geometry (same formula, charge and spin) = 0.5 kcal per mole

Element x y z (Å)
Li: -0.36849 -0.17733 0.98219
P: -1.14547 -2.99868 1.68896
F: -1.16279 -2.00396 0.35612
F: -2.41109 -2.16993 2.25526
F: -2.09696 -4.04962 0.97508
F: -1.07250 -3.81959 3.04715
F: 0.15986 -3.77849 1.13064
F: -0.11696 -1.83422 2.32635
C: 3.87905 0.30034 -2.87060
C: 2.60713 1.11310 -3.09717
O: 1.74232 1.09328 -1.95546
C: 0.65572 0.32699 -1.90823
O: -0.20335 0.50926 -1.08570
O: 0.66544 -0.62018 -2.83187
C: -0.52365 -1.39725 -3.00573
H: 4.09737 0.19867 -1.81144
H: 4.71124 0.70768 -3.44884
H: 3.79219 -0.70379 -3.29868
H: 2.13738 0.77419 -4.02363
H: 2.85191 2.15552 -3.31369
H: -1.23467 -0.91905 -3.67730
H: -0.95267 -1.67724 -2.04569
H: -0.21724 -2.31566 -3.50753
C: -3.64296 3.67315 2.42827
C: -3.88993 2.21481 2.75065
O: -4.17357 1.46169 1.57084
C: -3.18186 0.80416 0.99578
O: -2.08516 0.64461 1.46789
O: -3.49093 0.32474 -0.18721
C: -4.82791 0.36974 -0.63821
H: -2.74592 3.76396 1.81252
H: -3.52951 4.19734 3.37479
H: -4.45963 4.10616 1.85305
H: -4.78733 2.16139 3.36575
H: -3.06776 1.77400 3.30698
H: -5.19364 1.36672 -0.90060
H: -5.52906 0.00685 0.11720
H: -4.90135 -0.26480 -1.51471
C: 2.93000 -2.35624 -0.52714
C: 3.16409 -2.16457 0.94984
O: 3.69214 -0.86258 1.24390
C: 2.87499 0.14858 1.14124
O: 1.67259 0.14009 1.15369
O: 3.58312 1.25755 1.16625
C: 2.87962 2.49489 1.05191
H: 2.37939 -3.27971 -0.67073
H: 3.86729 -2.41956 -1.08774
H: 2.37050 -1.54581 -0.99637
H: 3.91659 -2.86451 1.30141
H: 2.25744 -2.35549 1.51527
H: 3.56717 3.30213 1.28969
H: 2.04232 2.54167 1.75020
H: 2.51553 2.64497 0.03539

Forces on the atoms, in the same order (eV/Å):
0.06 -0.34 -0.12
0.40 0.58 0.55
0.09 -0.31 -0.30
0.07 -0.02 -0.12
-0.10 0.03 -0.15
0.03 -0.16 0.07
-0.13 0.32 -0.22
-0.30 -0.13 -0.01
-0.19 -0.52 -0.62
0.81 -0.05 -0.94
-0.04 0.26 -0.10
0.00 0.08 -0.04
-0.11 -0.13 0.24
0.03 0.06 -0.43
-0.11 -0.95 -0.01
0.29 0.22 0.02
0.04 0.37 0.42
-0.33 -0.05 0.35
-0.42 -0.15 0.41
-0.09 0.06 0.60
0.01 0.40 0.29
-0.13 0.28 -0.02
0.22 0.11 0.09
0.32 -0.38 -0.41
-0.38 0.45 0.64
-0.30 0.03 -0.19
0.18 -0.04 0.05
0.56 0.33 0.20
0.17 -0.21 -0.31
-1.35 0.05 -0.04
0.12 0.17 0.21
0.12 0.23 -0.10
-0.16 -0.03 0.15
-0.04 -0.31 -0.07
0.09 -0.11 -0.15
0.51 0.10 0.01
0.25 -0.19 0.01
0.23 -0.07 -0.01
0.31 0.07 -0.44
-0.33 -0.51 0.01
0.54 -0.46 -0.35
-0.10 0.69 0.95
-1.11 -0.45 -0.47
0.84 0.82 -0.25
-0.41 0.29 0.05
-0.13 -0.13 -0.07
0.02 -0.07 0.16
-0.21 -0.03 0.28
0.12 0.10 0.07
-0.17 0.25 0.09
0.25 -0.26 0.06
0.04 -0.14 -0.09
-0.07 -0.20 0.04

Löwdin population analysis, charges in e, atoms 1 to 5: atom 1 (Li): 0.683, atom 2 (P): 0.178, atom 3 (F): -0.223, atom 4 (F): -0.148, atom 5 (F): -0.121

***

[5]
A structure of composition C12H24NO15Tl in a non-equilibrium geometry, computed with ωB97M-V/def2-TZVPD.

Computed properties:
Multiplicity = 2
⟨S²⟩ = 1.7672
Lowest unoccupied orbital energy (alpha / beta) = -13.027 / -14.066 eV
HOMO level (alpha / beta) = -18.077 / -18.078 eV
Charge = +3
Energy relative to the best compared isomer or geometry (same formula, charge and spin) = 0.0 kcal per mole

Element x y z (Å)
Tl: -2.03200 2.45856 3.18103
N: -1.50778 -1.19742 1.49261
O: -2.31371 -1.82353 2.10002
O: -0.60163 -1.73223 0.76171
O: -1.39740 0.02743 1.63420
C: -4.79823 -6.39478 0.70939
O: -4.24801 -5.47307 -0.21285
C: -4.07864 -4.23877 0.05529
O: -4.43500 -3.75688 1.15957
O: -3.52249 -3.67443 -0.92520
C: -3.49435 -2.23864 -1.06263
H: -4.79643 -7.43101 0.37127
H: -5.84124 -6.25005 0.99095
H: -4.20596 -6.42228 1.62402
H: -4.56384 -2.03174 -1.02407
H: -3.21028 -1.94014 -2.07174
H: -2.90370 -1.73285 -0.29881
C: 2.73088 3.60899 2.22520
O: 3.08772 2.25253 2.37808
C: 2.12527 1.38187 2.86918
O: 0.99558 1.71679 3.27497
O: 2.65881 0.05590 2.87036
C: 1.86532 -1.01429 3.30569
H: 1.69882 3.94556 2.32366
H: 3.00899 3.92043 1.21834
H: 3.28985 4.18904 2.95948
H: 1.47860 -0.91804 4.32022
H: 2.53515 -1.87083 3.22964
H: 1.07393 -1.22958 2.58775
C: 0.35372 4.96567 -0.46068
O: -0.11971 3.87154 -1.26046
C: -0.74800 2.79409 -0.74122
O: -0.97982 2.58065 0.45647
O: -0.95269 2.01194 -1.80332
C: -1.86109 1.00154 -1.53054
H: 0.54846 5.90447 -0.97918
H: 1.31455 4.60568 -0.09283
H: -0.36778 4.98131 0.35620
H: -2.62640 1.22792 -0.78814
H: -1.23255 0.16575 -1.22315
H: -2.35927 0.75317 -2.46768
C: 5.12541 0.70836 -4.09946
O: 4.52721 0.13488 -2.96998
C: 3.34426 0.41105 -2.64610
O: 2.52165 1.09296 -3.24333
O: 3.06888 -0.35242 -1.56391
C: 1.77951 -0.34330 -1.08293
H: 5.84228 -0.00772 -4.50123
H: 5.68681 1.57544 -3.75148
H: 4.42115 0.94977 -4.89560
H: 1.71053 -0.87821 -0.13571
H: 1.13155 -0.94625 -1.71908
H: 1.27309 0.60518 -0.90400

Forces on the atoms, in the same order (eV/Å):
0.44 0.18 -0.01
1.57 0.36 0.88
-0.47 -0.81 -0.35
-1.35 0.86 0.57
0.37 -0.59 -0.89
-0.76 -2.08 2.45
-0.43 -0.34 -0.11
0.19 -2.09 -1.41
-0.22 0.78 0.70
1.46 1.18 -0.54
-1.58 0.79 -0.20
0.52 0.44 -0.97
0.02 0.83 -0.37
0.10 0.31 -0.02
0.13 0.96 0.34
0.47 -0.70 0.15
-0.26 -0.37 -0.25
0.22 1.73 -0.08
-2.29 -2.98 0.83
-0.12 -0.30 0.59
2.56 -1.19 -1.24
-0.42 4.43 -0.56
-0.25 -0.90 -0.07
-0.30 -1.01 0.30
0.41 -0.15 0.09
0.16 -0.04 -0.15
0.06 0.18 -0.09
-0.01 0.04 0.36
-0.32 0.25 0.09
0.22 -1.50 1.53
-0.73 -0.82 -0.75
1.86 2.48 0.45
-0.08 0.14 -2.06
-0.31 1.25 1.07
-0.55 -1.99 -0.53
-0.78 -0.42 -0.45
0.04 0.36 0.34
0.33 0.96 0.18
0.27 0.26 0.06
-0.52 -0.54 0.25
0.08 0.01 0.00
1.78 1.05 -2.01
-0.27 0.03 0.24
2.01 -4.41 3.24
-1.55 1.51 -0.83
0.64 2.27 -1.73
-3.45 -1.12 1.38
-0.15 -0.10 0.27
-0.14 0.09 -0.25
-0.12 0.08 0.23
0.82 0.11 0.05
0.03 0.11 -0.41
0.65 0.42 -0.28

Löwdin population analysis, charges in e, atoms 1 to 5: atom 1 (Tl): 1.138, atom 2 (N): -0.551, atom 3 (O): 0.218, atom 4 (O): 0.203, atom 5 (O): 0.050